57
Properties=species:S:1:pos:R:3:forces:R:3:nbo_charge:R:1 method="wB97M-V/def2-TZVPD" total_energy_ev=-103393.0721 molar_mass_g_mol=731.64 gap_ev=7.0050 e_homo_ev=-8.47
Zr -0.725890 0.101804 0.023569 -1.468 -1.566 -1.524 1.937
O 0.989472 1.873262 -3.648616 0.372 -0.051 -0.181 -0.635
C 0.575925 1.122904 -2.652710 -0.455 -0.005 0.092 0.815
O -0.524892 1.222721 -2.138922 0.397 0.056 -0.192 -0.581
C 1.516135 0.062141 -2.205160 0.187 -0.088 -0.015 0.095
C 2.697508 -0.307432 -2.817677 -0.112 0.128 0.006 -0.177
C 3.376807 -1.410162 -2.307244 -0.052 -0.053 0.057 -0.144
C 2.832255 -2.129977 -1.254618 0.056 0.037 0.016 -0.179
C 1.650067 -1.677112 -0.689057 -0.260 -0.103 0.139 0.146
N 1.039987 -0.592338 -1.147980 0.934 -0.346 -0.372 -0.498
C 0.880326 -2.348777 0.459662 0.585 -0.223 -0.255 0.788
O 1.212619 -3.432796 0.865759 0.043 0.083 -0.029 -0.564
O -0.106620 -1.616514 0.878788 0.582 -1.053 0.700 -0.840
H 0.315998 2.526959 -3.886407 -0.161 0.001 0.092 0.520
H 3.063789 0.251755 -3.666144 0.024 -0.010 0.002 0.249
H 4.319784 -1.711251 -2.742659 -0.024 -0.032 -0.035 0.236
H 3.303521 -3.017453 -0.856676 -0.028 -0.006 0.024 0.258
O -0.847411 6.190919 0.663444 0.023 0.016 -0.061 -0.449
C -0.817989 5.024407 0.402607 -0.044 0.202 0.029 0.397
C -2.031747 4.111839 0.192519 -0.240 -0.088 -0.072 0.393
O -3.179271 4.460982 0.076849 0.006 -0.015 0.054 -0.497
C -1.467002 2.759406 0.143620 0.747 0.501 -0.061 0.216
C -0.081716 2.789505 0.191307 -0.685 0.269 0.135 0.254
O 0.579221 1.651219 0.175963 0.478 1.188 0.060 -0.838
C 0.433362 4.154579 0.256114 0.290 -0.097 -0.062 0.376
O 1.576631 4.536232 0.185997 -0.035 0.017 0.055 -0.509
O -2.073785 1.601975 0.069820 -0.861 1.374 0.144 -0.800
Cl -0.833876 0.782391 2.666361 0.020 0.084 0.814 0.114
C 0.697545 0.107761 3.305828 0.195 -0.152 -0.338 -0.367
Cl 1.916472 0.080873 2.028165 0.724 0.093 0.876 0.065
H 0.508143 -0.909423 3.629440 -0.091 0.027 -0.054 0.246
H 1.049148 0.744697 4.107968 -0.117 0.051 -0.012 0.242
S -3.030812 -0.984641 0.981364 0.030 0.034 -0.372 -0.458
P -3.189363 -1.620696 -0.909331 -0.893 -0.531 -0.290 1.169
S -1.476141 -1.673296 -1.970223 -0.286 0.270 0.468 -0.509
C -3.939984 -3.277676 -0.839705 0.184 0.163 -0.014 -0.416
C -5.259308 -3.380141 -0.403584 0.072 -0.017 -0.020 -0.122
C -5.839849 -4.628782 -0.268011 -0.053 0.033 0.029 -0.228
C -5.105166 -5.771146 -0.561567 0.017 -0.037 -0.010 -0.197
C -3.788434 -5.666626 -0.980838 0.005 -0.050 0.007 -0.197
C -3.199133 -4.417093 -1.116806 -0.045 0.048 -0.047 -0.191
C -4.390544 -0.650464 -1.876643 0.089 -0.201 0.255 -0.320
C -4.944240 -1.253609 -3.004608 0.021 0.103 0.019 -0.204
C -5.904856 -0.579990 -3.738726 0.036 -0.066 -0.031 -0.218
C -6.304602 0.692737 -3.350647 -0.028 0.033 0.005 -0.198
C -5.731037 1.299883 -2.244218 -0.016 0.076 -0.016 -0.197
C -4.768350 0.631139 -1.500287 -0.017 -0.085 0.053 -0.214
H -5.814655 -2.479677 -0.168629 -0.067 -0.038 -0.004 0.217
H -6.863488 -4.714868 0.072608 -0.005 0.006 -0.016 0.217
H -5.561824 -6.747108 -0.458824 -0.003 0.003 0.011 0.216
H -3.216291 -6.559553 -1.196493 0.004 0.005 -0.007 0.216
H -2.169403 -4.320831 -1.437406 0.003 -0.024 0.002 0.234
H -4.623831 -2.248094 -3.291451 -0.068 -0.013 -0.039 0.222
H -6.349263 -1.051273 -4.605716 -0.006 0.008 -0.006 0.216
H -7.074784 1.207309 -3.910693 0.021 0.024 -0.017 0.215
H -6.039149 2.293815 -1.947303 0.012 0.008 -0.003 0.223
H -4.320040 1.092251 -0.629687 -0.038 0.007 0.011 0.255


85
Properties=species:S:1:pos:R:3:forces:R:3:mulliken_charge:R:1 method="wB97M-V/def2-TZVPD" total_energy_ev=-535263.8859 molar_mass_g_mol=1798.52 gap_ev=8.5157 e_homo_ev=-9.49
C -0.041092 4.217381 -1.916316 -0.065 -0.318 -0.785 -0.717
C -1.545954 3.755262 -1.967676 0.748 0.901 -0.829 -0.266
O -2.259035 3.987458 -0.749651 -0.188 -1.060 -0.090 -0.446
C -3.024476 2.812146 -0.359323 0.822 0.435 -0.070 -0.415
C -2.017169 1.780077 0.301163 -0.444 -0.478 -1.323 0.202
O -2.421651 1.254473 1.569467 0.321 1.314 -0.234 0.037
C -2.372803 2.234383 2.594711 0.271 -0.034 0.971 -0.428
C -0.969808 2.409734 3.274415 0.193 0.259 0.663 0.728
C -0.924040 2.855301 4.561809 0.789 0.031 -0.418 -0.440
C 0.445759 3.097017 5.283278 -0.007 0.333 -1.344 -0.414
O 0.614001 2.913261 6.462662 -0.193 0.277 -0.472 -0.572
C 1.585354 3.608159 4.335844 0.739 0.209 -1.655 0.799
C 2.646708 4.505986 4.751632 -0.821 -0.494 -2.230 -0.824
C 3.650191 4.906734 3.746776 -2.109 -0.161 -1.053 -0.610
C 3.568887 4.451946 2.349433 -1.452 -0.454 1.266 -0.406
C 2.507925 3.537370 1.923668 0.153 0.692 2.513 -0.443
C 1.545467 3.121828 2.938280 0.485 0.700 0.499 0.552
C 0.402234 2.114192 2.567548 0.031 0.974 0.826 0.035
O 0.597020 1.179860 1.832047 -0.204 0.510 0.194 -0.345
H 0.113012 5.218418 -1.445361 -0.278 -0.926 -0.142 0.265
H 0.287028 4.326667 -2.993114 -0.279 -0.127 1.056 0.376
H 0.633557 3.433068 -1.475234 -0.740 0.929 -0.082 -0.103
H -2.046795 4.390333 -2.759791 0.407 -0.824 0.637 0.353
H -1.554319 2.677963 -2.301899 -0.193 0.982 0.440 0.250
H -3.451625 2.392024 -1.306389 -0.034 0.140 1.010 0.287
H -3.837657 3.159540 0.329350 0.858 -0.412 -0.644 0.155
H -1.950531 0.892113 -0.392942 0.021 0.744 0.928 0.141
H -1.005050 2.261558 0.295821 -0.844 -0.354 0.331 -0.054
H -2.729588 3.254625 2.282672 0.368 -0.876 -0.085 0.292
H -3.077559 1.901202 3.409475 0.687 0.293 -0.854 0.065
H -1.856208 3.094506 5.140234 1.031 -0.456 -0.481 0.553
H 2.674556 4.834246 5.816954 0.158 -0.233 -1.120 0.357
H 4.481028 5.576353 4.062582 -0.846 -0.523 -0.413 0.474
H 4.316372 4.797832 1.593167 -0.716 -0.324 0.937 0.357
H 2.415193 3.166840 0.874404 0.160 0.339 1.128 0.343
Cl -5.108486 -0.957584 0.184015 -0.036 0.126 0.135 -0.091
C -5.741686 -0.063781 1.577747 0.089 -0.119 0.074 0.169
Cl -7.320607 -0.725280 2.037552 0.142 0.077 -0.060 -0.087
Cl -4.622520 -0.214579 2.939691 -0.347 -0.221 0.011 0.023
Cl -5.923236 1.646905 1.153577 -0.092 -0.153 0.009 -0.086
Cl 2.702514 -1.537455 -2.250073 0.394 0.596 0.723 0.021
C 2.008733 -0.618519 -0.901310 -0.120 -0.093 0.296 0.102
Cl 0.409111 -1.267616 -0.507048 0.134 0.267 -0.159 -0.031
Cl 3.067394 -0.753331 0.512089 -0.105 0.014 -0.184 -0.078
Cl 1.854312 1.086497 -1.364957 0.050 -0.159 -0.068 -0.133
Cl 4.539166 -2.069267 -4.866788 0.157 0.080 -0.306 -0.061
C 3.954973 -1.138958 -6.260289 -0.019 0.119 0.021 0.215
Cl 5.285597 -0.171166 -6.919882 -0.127 -0.106 0.079 -0.100
Cl 3.358829 -2.247091 -7.506336 0.166 0.406 0.445 -0.003
Cl 2.642293 -0.064534 -5.746320 0.156 -0.080 -0.058 -0.041
Cl -2.816595 0.196183 6.061512 -0.031 -0.040 0.061 0.018
C -3.878366 -0.594846 7.241144 -0.075 -0.030 0.046 0.250
Cl -2.970566 -0.918686 8.727481 -0.090 0.047 -0.180 -0.101
Cl -5.250479 0.467533 7.604092 0.140 -0.105 -0.061 -0.057
Cl -4.474691 -2.121428 6.566371 0.063 0.167 0.045 -0.094
Cl 1.343119 -3.024951 -4.188361 -0.840 -0.461 -0.622 0.126
C 0.157681 -3.619578 -5.368769 0.095 -0.134 -0.006 0.127
Cl -1.046394 -4.621723 -4.537754 0.106 0.115 -0.065 -0.107
Cl -0.649956 -2.241090 -6.137555 0.105 -0.121 0.070 -0.107
Cl 0.975757 -4.590836 -6.605752 -0.167 0.014 0.135 0.004
Cl 1.097909 -4.312633 0.548855 -0.081 -0.280 0.183 -0.024
C -0.001964 -5.081857 1.704607 0.046 0.009 -0.013 0.274
Cl 0.854831 -5.382245 3.226923 -0.098 0.032 -0.150 -0.107
Cl -1.382934 -4.010681 2.004832 0.134 -0.078 -0.037 -0.051
Cl -0.580195 -6.619759 1.038139 0.047 0.149 0.068 -0.102
Cl 2.060337 -5.624890 -11.946813 0.111 -0.031 0.165 -0.096
C 2.950000 -5.827727 -10.427944 -0.195 -0.017 0.024 0.372
Cl 4.623323 -6.297858 -10.781736 -0.132 0.091 0.036 -0.121
Cl 2.946277 -4.297934 -9.530736 0.018 -0.410 -0.411 -0.055
Cl 2.172567 -7.085815 -9.451231 -0.448 1.136 0.135 -0.080
Cl 2.429157 -10.986303 -8.145229 0.064 0.017 -0.144 -0.104
C 3.192565 -11.016057 -9.745788 0.129 -0.007 -0.105 0.297
Cl 2.023455 -11.593326 -10.946836 0.110 0.061 0.127 -0.099
Cl 3.720914 -9.380338 -10.175025 0.443 -1.198 -0.159 -0.020
Cl 4.592077 -12.104863 -9.712447 -0.152 0.075 0.018 -0.102
Cl -6.116625 4.042391 6.852798 -0.117 -0.048 -0.108 -0.085
C -7.342188 3.474476 5.703918 0.021 -0.008 -0.007 0.206
Cl -8.498796 2.426659 6.544517 0.129 0.093 -0.075 -0.090
Cl -8.196764 4.866323 5.015460 0.087 -0.144 0.073 -0.109
Cl -6.555670 2.561875 4.404636 -0.070 0.097 0.156 0.072
Cl 6.859654 2.210601 6.699500 -0.105 -0.068 -0.103 -0.121
C 5.624798 1.657898 5.549893 0.200 -0.036 0.056 0.274
Cl 4.453790 0.627377 6.390808 0.102 0.138 -0.112 -0.102
Cl 4.778399 3.067159 4.856081 1.258 -1.870 0.820 0.074
Cl 6.400254 0.732853 4.249042 -0.074 0.081 0.113 -0.116


51
Properties=species:S:1:pos:R:3:forces:R:3:mulliken_spin:R:1 method="wB97M-V/def2-TZVPD" total_charge=+1 total_energy_ev=-93515.6130 multiplicity=5 molar_mass_g_mol=544.88 gap_ev="6.9258 / 7.6960" e_homo_ev="-11.74 / -11.80"
Mn -0.305114 0.168124 0.924267 0.042 -1.263 0.024 4.128
S 3.815986 -0.422276 2.333767 -0.515 -0.045 -0.302 0.012
C 3.990186 -0.502176 0.604367 -0.496 -0.050 -0.013 -0.002
C 5.157186 -0.478476 -0.141133 0.090 -0.002 -0.107 -0.002
C 5.053186 -0.577376 -1.514633 0.034 0.029 0.121 0.002
C 3.810386 -0.745176 -2.127233 -0.083 0.047 0.022 -0.001
C 2.646286 -0.761876 -1.388933 -0.093 0.033 0.142 0.008
C 2.723386 -0.605676 -0.005033 0.934 0.141 -0.552 0.016
N 1.675286 -0.562376 0.881267 -0.404 0.279 1.118 0.016
C 2.106186 -0.496676 2.135567 0.435 -0.117 -0.629 -0.028
C 1.131886 -0.508476 3.198067 -0.796 -0.014 0.101 0.014
C 1.471086 -0.599976 4.546667 -0.096 0.062 -0.435 -0.027
C 0.468386 -0.637076 5.496767 -0.177 0.056 0.026 0.046
C -0.863414 -0.602276 5.100367 0.240 -0.039 0.040 -0.035
C -1.205414 -0.507876 3.756467 -0.147 -0.032 -0.666 0.038
C -0.224114 -0.456076 2.765267 0.593 -0.141 1.665 -0.312
H 6.116086 -0.382476 0.342567 0.120 0.020 0.014 0.000
H 5.943586 -0.522876 -2.122033 0.071 -0.080 -0.021 0.000
H 3.763486 -0.861276 -3.198833 -0.032 -0.006 -0.093 0.000
H 1.685686 -0.911976 -1.856233 -0.092 0.023 -0.088 0.000
H 2.514486 -0.642376 4.829567 0.022 0.008 0.100 0.000
H 0.721886 -0.684276 6.545667 -0.012 -0.063 0.039 0.002
H -1.644514 -0.656076 5.844367 -0.056 0.020 0.025 -0.002
H -2.256314 -0.497676 3.488467 0.023 0.068 0.001 -0.004
O -0.529014 3.907824 -0.529333 0.153 -0.393 0.060 0.030
C -0.331014 2.725624 -0.672533 -0.160 0.768 -1.306 0.011
O -0.204214 1.858424 0.278367 0.022 0.178 0.860 0.101
C -0.241114 2.091424 -2.048033 -0.026 0.187 0.094 -0.004
C 0.060786 2.882924 -3.152633 -0.063 -0.140 0.084 -0.003
C 0.106186 2.320324 -4.418233 0.024 0.016 0.124 -0.001
C -0.167114 0.974924 -4.599733 -0.069 -0.319 0.137 0.002
C -0.469414 0.194624 -3.489733 0.208 1.047 0.107 0.037
C -0.494314 0.741024 -2.216533 -0.038 -0.226 0.240 0.016
N -0.765014 -1.213076 -3.642033 -0.022 -0.219 -0.080 0.001
O -0.771414 -1.669576 -4.756533 -0.031 -0.228 -0.262 0.000
O -0.983614 -1.845376 -2.623933 -0.072 -0.320 0.294 0.000
H 0.264786 3.931824 -2.994533 -0.045 0.067 -0.009 0.000
H 0.353686 2.933324 -5.268033 0.028 0.072 -0.145 0.000
H -0.144214 0.521024 -5.577733 -0.023 -0.031 -0.060 0.000
H -0.723814 0.084024 -1.363533 -0.004 0.334 -0.746 -0.079
Cl -4.725614 -3.444576 0.273367 0.035 -0.051 -0.038 -0.001
C -4.182914 -1.831776 0.452067 0.263 0.495 0.062 -0.013
C -5.086514 -0.775276 0.562867 0.321 -0.193 -0.033 0.007
C -4.589014 0.505924 0.722167 0.228 -0.074 0.012 -0.005
C -3.219414 0.697624 0.778567 -0.135 0.347 0.028 0.046
N -2.348014 -0.315376 0.672567 0.139 0.267 0.112 -0.056
C -2.817614 -1.556476 0.504467 -0.074 -0.434 -0.024 0.042
H -6.148714 -0.956376 0.526267 -0.107 -0.082 -0.014 0.000
H -5.251414 1.353024 0.811067 -0.016 0.041 0.002 0.000
H -2.804414 1.690624 0.918767 0.023 -0.083 -0.045 -0.006
H -2.083314 -2.351876 0.413167 -0.166 0.042 0.011 0.008


51
Properties=species:S:1:pos:R:3:forces:R:3:nbo_charge:R:1 method="wB97M-V/def2-TZVPD" total_charge=-2 total_energy_ev=-117815.5018 molar_mass_g_mol=562.26 gap_ev=5.2313 e_homo_ev=-0.45
C 1.569464 3.655876 -2.151187 -0.178 0.496 -0.219 -0.695
C 1.699735 2.164725 -1.909698 -0.071 -0.963 -0.152 0.531
C 2.675671 1.803523 -0.931055 0.406 -0.437 0.046 -0.581
C 2.737463 0.557161 -0.273532 -0.922 0.147 -0.819 0.446
C 3.795175 0.389894 0.765459 0.209 -0.206 0.789 0.015
C 4.207531 1.447573 1.586484 0.299 -0.167 0.028 -0.222
C 5.137143 1.234865 2.610966 -0.035 -0.393 -0.231 -0.234
C 5.644179 -0.055252 2.827099 -0.073 0.026 -0.182 -0.244
C 5.213327 -1.125038 2.024293 -0.026 0.444 0.028 -0.229
C 4.279338 -0.900869 1.016648 0.237 0.149 0.103 -0.202
O 1.936597 -0.411147 -0.415114 1.792 0.840 0.912 -0.697
O 0.978243 1.366139 -2.527871 0.573 1.167 0.059 -0.631
H 2.102490 4.235785 -1.387966 -0.098 -0.081 -0.186 0.194
H 1.963414 3.917873 -3.142419 -0.088 -0.050 0.112 0.202
H 0.506857 3.930024 -2.128185 0.203 -0.105 -0.032 0.224
H 3.442505 2.545769 -0.716680 -0.223 -0.106 0.181 0.180
H 3.784369 2.439084 1.419176 0.109 -0.297 0.084 0.220
H 5.463238 2.077074 3.229250 -0.112 -0.338 -0.128 0.193
H 6.375045 -0.231625 3.617483 -0.162 0.057 -0.140 0.190
H 5.597785 -2.136958 2.169005 -0.055 0.310 0.113 0.197
H 3.913125 -1.727271 0.410667 -0.041 0.226 0.067 0.241
O -2.111645 0.448520 -3.596741 0.030 0.397 0.414 -0.589
C -1.689178 0.069935 -2.588867 -0.100 -1.314 -0.436 0.582
Co -0.932346 -0.560160 -1.155399 0.236 -1.216 0.305 0.024
C 0.637920 -1.197915 -1.909684 -0.138 -0.320 -2.363 0.601
O 1.401883 -1.686749 -2.623342 -0.659 0.447 0.857 -0.593
C -0.408553 0.778362 -0.169213 0.487 2.590 0.934 0.484
O -0.095682 1.746377 0.392165 -0.333 -0.821 -0.492 -0.652
C -2.439353 -1.264899 -0.128853 -1.907 0.458 -2.259 -0.409
C -3.576402 -0.364213 0.039329 -0.600 -0.421 0.808 0.080
C -3.409353 0.949657 0.525028 -0.280 0.050 -0.144 -0.218
C -4.426955 1.890197 0.400181 0.289 -0.391 0.065 -0.232
C -5.669964 1.510698 -0.114767 -0.117 -0.116 0.039 -0.269
C -5.911617 0.161722 -0.399060 0.235 0.139 0.025 -0.231
C -4.885332 -0.779348 -0.301498 0.191 0.492 -0.105 -0.257
C -2.425933 -2.666813 -0.382563 -2.779 0.811 -2.476 -0.059
C -2.975128 -3.595236 -1.175555 0.158 -0.151 0.587 -0.609
Co -1.187918 -2.186090 0.763384 4.072 -1.279 3.402 -0.121
C -0.216107 -1.035712 1.706018 0.695 1.264 2.378 0.579
O 0.440779 -0.436357 2.445928 -0.809 -0.719 -1.232 -0.551
C 0.381572 -2.804720 0.143195 1.085 -1.544 -0.444 0.528
O 1.397987 -3.323028 -0.051218 -1.170 0.634 0.184 -0.564
C -1.633798 -3.299288 2.059997 -0.072 -0.175 0.748 0.601
O -1.873013 -3.998520 2.951842 0.072 0.486 -0.906 -0.569
H -2.447728 1.238710 0.951185 -0.349 -0.064 -0.272 0.219
H -4.209522 2.919967 0.687899 -0.236 -0.175 -0.058 0.194
H -6.438597 2.261726 -0.283018 0.004 -0.135 0.084 0.183
H -6.896223 -0.165225 -0.732375 0.097 0.129 0.050 0.185
H -5.072451 -1.831015 -0.533407 0.174 0.348 -0.033 0.214
H -2.715226 -4.641907 -1.010962 -0.043 0.053 -0.403 0.172
H -3.634809 -3.315882 -2.002452 0.022 -0.178 0.308 0.181